--- P ---
# C4H4NO

An isolated ion of composition C4H4NO and charge +1 (ωB97M-V with the def2-TZVPD basis set, the OMol25 dataset).

Structure (ORCA input):
```
! RIJCOSX wB97M-V def2-TZVPD def2/J DEFGRID3
* xyz 1 1
C 1.13476 -0.96024 -0.59169
C 0.75807 1.07511 0.30751
C 0.06110 -0.22582 -0.24532
C -1.28870 -0.46345 -0.02748
N 2.30387 -0.81736 -0.50569
O 1.94593 0.96238 0.49082
H 0.16846 1.93759 0.49467
H -1.64897 0.53469 0.28533
H -1.66523 -1.13360 0.71523
H -1.76930 -0.90929 -0.92338
*
```

Output
LUMO level: -9.13 eV
HOMO-LUMO gap: 7.4 eV

For each atom in turn, the Mulliken charge in e is:
1. C 0.082
2. C 0.018
3. C 0.727
4. C -0.903
5. N -0.088
6. O -0.298
7. H 0.403
8. H 0.330
9. H 0.374
10. H 0.355

***

--- Q ---
# C4H4NO

An isolated ion of composition C4H4NO and charge +1 (ωB97M-V with the def2-TZVPD basis set, the OMol25 dataset).

Structure (ORCA input):
```
! RIJCOSX wB97M-V def2-TZVPD def2/J DEFGRID3
* xyz 1 1
C 1.52662 0.07387 0.05028
C 1.07579 -1.15190 0.10989
C 0.65576 1.18789 -0.00455
C -1.41886 0.00418 0.20856
N -0.59555 0.85936 0.08012
O -2.43382 -0.69845 0.04810
H 2.53378 0.27605 0.11250
H 0.41943 -2.01933 0.40670
H 0.79733 2.19616 -0.07795
H -2.56048 -0.72782 -0.93365
*
```

Output
LUMO level (spin up / spin down): -6.80 / -5.54 eV
HOMO-LUMO gap (spin up / spin down): 7.0 / 8.1 eV

For each atom in turn, the Mulliken charge in e is:
1. C -0.215
2. C -0.505
3. C -0.060
4. C 0.410
5. N -0.088
6. O -0.299
7. H 0.417
8. H 0.397
9. H 0.538
10. H 0.406

***

P wins, 58.6 kJ/mol ahead of the next structure.

***

--- P ---
# C6H12N

An isolated ion of composition C6H12N and charge +1 (ωB97M-V with the def2-TZVPD basis set, the OMol25 dataset).

Structure (ORCA input):
```
! RIJCOSX wB97M-V def2-TZVPD def2/J DEFGRID3
* xyz 1 1
C 0.59426 2.24793 -1.68626
N 0.97575 1.22706 -1.04199
C 0.03194 0.20129 -0.50505
C -0.48170 -0.69473 -1.32587
C 0.10227 0.29563 0.98670
C 0.13305 -1.02086 1.75653
C -1.11588 -1.97878 1.52536
H 1.22661 3.01611 -2.12421
H -0.44512 2.57623 -1.66047
H 1.96541 0.97641 -1.10063
H -0.27156 -0.75773 -2.38195
H -1.35212 -1.26909 -1.00954
H -0.89449 0.73254 1.21801
H 0.85786 0.96564 1.43669
H 0.09060 -0.90776 2.83635
H 0.89814 -1.63928 1.27318
H -0.85462 -2.65882 0.73435
H -1.57429 -2.38793 2.39948
H -2.04218 -1.44020 1.25914
*
```

Output
SMILES: C=[NH+]C(=C)CCC
LUMO level: -5.13 eV
HOMO-LUMO gap: 9.2 eV

For each atom in turn, the Mulliken charge in e is:
1. C -0.080
2. N 0.036
3. C 0.304
4. C -0.827
5. C -0.484
6. C -0.486
7. C -1.199
8. H 0.284
9. H 0.303
10. H 0.311
11. H 0.319
12. H 0.284
13. H 0.274
14. H 0.343
15. H 0.346
16. H 0.296
17. H 0.317
18. H 0.359
19. H 0.301

***

--- Q ---
# C6H12N

An isolated ion of composition C6H12N and charge +1 (ωB97M-V with the def2-TZVPD basis set, the OMol25 dataset).

Structure (ORCA input):
```
! RIJCOSX wB97M-V def2-TZVPD def2/J DEFGRID3
* xyz 1 1
C -0.61366 0.43099 1.42694
C 0.15544 -0.33566 2.07029
C -1.37931 1.12884 0.38664
C -0.78416 0.73290 -0.86529
C 1.16194 -1.45069 1.75837
C -1.02006 -0.48509 -1.60703
N 0.59496 1.34682 -1.06219
H -0.08478 -0.37983 3.19070
H -2.43812 0.79852 0.43098
H -1.43987 2.22367 0.63336
H 0.64623 -2.40195 1.64327
H 1.80382 -1.49749 2.64136
H 1.92104 -1.14474 0.98715
H -1.74075 -1.01806 -1.02015
H -0.11395 -1.08579 -1.83551
H -1.48793 -0.14559 -2.45526
H 1.16817 0.58938 -1.47332
H 0.99308 1.70318 -0.21010
H 0.72910 2.11113 -1.81669
*
```

Output
LUMO level (spin up / spin down): -3.76 / -4.26 eV
HOMO-LUMO gap (spin up / spin down): 8.7 / 7.3 eV

For each atom in turn, the Mulliken charge in e is:
1. C -0.138
2. C 0.015
3. C -0.659
4. C 0.227
5. C -0.970
6. C -1.285
7. N -0.304
8. H 0.289
9. H 0.351
10. H 0.302
11. H 0.294
12. H 0.363
13. H 0.268
14. H 0.322
15. H 0.460
16. H 0.386
17. H 0.352
18. H 0.360
19. H 0.367

***

P wins, 236.2 kJ/mol ahead of the next structure.

***

--- P ---
# C6H12N

An isolated ion of composition C6H12N and charge +1 (ωB97M-V with the def2-TZVPD basis set, the OMol25 dataset).

Structure (ORCA input):
```
! RIJCOSX wB97M-V def2-TZVPD def2/J DEFGRID3
* xyz 1 1
C 1.46963 0.01320 0.10730
C -0.47260 0.31658 -0.49216
C 0.53140 -0.82685 -0.62457
C -1.88790 0.03328 -0.07847
C 0.63291 -2.19600 -1.01750
C 0.14569 2.08148 1.25291
N 0.41356 1.03768 0.38561
H 1.93043 -0.66231 0.94044
H 2.33875 0.29853 -0.50945
H -0.46801 0.83939 -1.43957
H -1.82282 -0.61134 0.82454
H -2.38488 -0.67274 -0.81597
H -2.59357 0.84827 0.07031
H 0.75195 -2.24152 -2.17691
H -0.32738 -2.64628 -0.91766
H 1.42977 -2.60460 -0.30047
H 0.17337 1.65456 2.34862
H 0.97081 2.82539 1.40865
H -0.83111 2.51330 1.03435
*
```

Output
LUMO level: -6.25 eV
HOMO-LUMO gap: 6.3 eV

For each atom in turn, the Mulliken charge in e is:
1. C -0.654
2. C 0.285
3. C 0.342
4. C -1.345
5. C -0.886
6. C -0.764
7. N 0.078
8. H 0.388
9. H 0.342
10. H 0.252
11. H 0.349
12. H 0.349
13. H 0.400
14. H 0.337
15. H 0.353
16. H 0.310
17. H 0.274
18. H 0.301
19. H 0.291

***

--- Q ---
# C6H12N

A 2-piece molecular cluster, C6H12N overall (ωB97M-V with the def2-TZVPD basis set, the OMol25 dataset).

Structure (ORCA input):
```
! RIJCOSX wB97M-V def2-TZVPD def2/J DEFGRID3
* xyz 1 1
C 1.05336 0.10625 -1.23217
C 1.66590 -0.18009 -2.31484
C 1.24546 1.25663 -0.37460
C -0.39572 -0.01489 -0.65743
C -0.96077 -1.06722 2.75479
C -1.51116 -0.60125 -1.22949
N -0.14727 1.06436 0.25357
H 1.39324 -0.95482 -3.06749
H 2.42584 0.41075 -2.79172
H 1.94439 1.10743 0.38538
H 1.49275 2.13227 -0.91303
H -0.85259 -2.13368 2.78728
H -0.57143 -0.58106 1.79481
H -0.41720 -0.75085 3.61619
H -2.56044 -0.45005 -1.24073
H -1.93196 -0.74661 2.83069
H -1.10544 -1.12980 -2.08326
H 0.00656 0.74283 1.32544
H -0.77353 1.78981 0.15660
*
```

Output
LUMO level: -4.05 eV
HOMO-LUMO gap: 9.7 eV

For each atom in turn, the Mulliken charge in e is:
1. C 0.513
2. C -0.886
3. C -0.491
4. C 0.207
5. C -0.817
6. C -0.743
7. N -0.013
8. H 0.247
9. H 0.264
10. H 0.299
11. H 0.382
12. H 0.323
13. H -0.254
14. H 0.363
15. H 0.344
16. H 0.321
17. H 0.222
18. H 0.425
19. H 0.296

***

--- R ---
# C6H12N

A 2-piece molecular cluster, C6H12N overall (ωB97M-V with the def2-TZVPD basis set, the OMol25 dataset).

Structure (ORCA input):
```
! RIJCOSX wB97M-V def2-TZVPD def2/J DEFGRID3
* xyz 1 1
C 2.80307 2.44680 0.86791
C 2.27843 1.40048 0.56590
C 0.87690 -0.38359 1.05567
C 1.39916 0.03254 -1.31984
C -2.24705 -0.93640 -0.56785
C 1.42695 0.31453 0.10385
N -1.81487 0.00637 0.41175
H 3.57513 3.20961 1.07619
H -2.11336 -0.27650 1.31532
H 0.55867 -1.44812 0.81242
H 1.05826 -0.30746 2.13125
H 1.01801 -1.03462 -1.53029
H 2.44120 0.17088 -1.48805
H 0.79750 0.68269 -1.89303
H -2.24849 -2.00701 -0.24096
H -3.13064 -0.73868 -1.17178
H -1.48733 -0.96390 -1.37155
H -2.20425 1.02378 0.33007
H -0.72169 0.03939 0.62060
*
```

Output
LUMO level: -3.57 eV
HOMO-LUMO gap: 9.8 eV

For each atom in turn, the Mulliken charge in e is:
1. C 0.008
2. C -0.830
3. C -1.325
4. C -1.126
5. C -0.717
6. C 1.190
7. N -0.227
8. H 0.397
9. H 0.426
10. H 0.370
11. H 0.391
12. H 0.298
13. H 0.452
14. H 0.302
15. H 0.326
16. H 0.366
17. H 0.229
18. H 0.398
19. H 0.071

***

--- S ---
# C6H12N

An isolated ion of composition C6H12N and charge +1 (ωB97M-V with the def2-TZVPD basis set, the OMol25 dataset).

Structure (ORCA input):
```
! RIJCOSX wB97M-V def2-TZVPD def2/J DEFGRID3
* xyz 1 1
C -0.30818 1.59248 -3.66974
N 0.25319 1.27654 -2.56894
C -0.43941 0.83906 -1.40517
C 0.25437 0.34627 -0.38266
C -0.33369 -0.46057 0.73940
C 0.51945 -0.50701 2.00944
C 0.05646 -1.63676 2.94421
H -1.36628 1.42009 -3.80105
H 0.26049 1.98102 -4.50389
H 1.26896 1.34565 -2.53474
H -1.50786 0.96641 -1.46320
H 1.34017 0.41785 -0.37016
H -1.27038 0.00947 1.04077
H -0.56553 -1.42782 0.29754
H 1.54016 -0.79067 1.73032
H 0.55525 0.48406 2.45834
H -0.71965 -1.32559 3.63795
H 0.86517 -2.10131 3.49489
H -0.40270 -2.42917 2.34667
*
```

Output
SMILES: C=[NH+]/C=C/CCC
LUMO level: -5.22 eV
HOMO-LUMO gap: 9.1 eV

For each atom in turn, the Mulliken charge in e is:
1. C -0.112
2. N -0.004
3. C 0.043
4. C -0.460
5. C -0.603
6. C -0.379
7. C -1.208
8. H 0.243
9. H 0.265
10. H 0.314
11. H 0.352
12. H 0.245
13. H 0.330
14. H 0.342
15. H 0.291
16. H 0.341
17. H 0.311
18. H 0.348
19. H 0.338

***

S wins, 230.0 kJ/mol ahead of the next structure.